{
  "formula": "C4H5NO2",
  "method": "ωB97M-V with the def2-TZVPD basis set",
  "smiles": "O=C1CCN=CO1",
  "relative_energy_kcal_mol": 15.9,
  "lumo_energy_ev": 0.70,
  "total_energy_ha": -360.6440,
  "largest_force_ev_per_a": 0.7,
  "homo_lumo_gap_ha": 0.417,
  "charge": 0,
  "species": ["O", "C", "C", "C", "N", "C", "O", "H", "H", "H", "H", "H"],
  "xyz": [[2.08, -1.38, -0.55], [1.03, -0.83, -0.35], [0.85, 0.64, -0.15], [-0.60, 1.05, 0.14], [-1.36, 0.03, 0.83], [-1.13, -1.15, 0.45], [-0.14, -1.55, -0.44], [1.13, 0.94, -1.17], [1.58, 1.02, 0.57], [-1.11, 1.23, -0.81], [-0.65, 1.99, 0.70], [-1.69, -2.01, 0.79]]
}